1.
The following is a quantum chemistry calculation of a 3-piece molecular cluster, C30H60N3O10P overall at a distorted geometry, from the OMol25 dataset.

Summary:
* SMILES: CCOP(=O)(CCC[C@@H]1OC(=O)O[C@@H]1CCCCn1cccc1)OCC.COCCNCCOC.COCCNCCOC
* Kohn-Sham gap: 8.84 eV
* M: 653.79 g mol⁻¹
* LUMO level: 0.541 eV
* charge: 0
* highest occupied orbital energy: -8.29 eV

Each line ends with the Mulliken charge.
Atoms and positions in Å:
C  0.589  1.311  3.585  -0.468
C  -0.666  1.897  2.817  -0.565
O  -0.415  1.917  1.387  -0.244
P  -1.319  0.795  0.566  0.977
O  -1.743  -0.376  1.390  -0.780
C  -0.247  0.221  -0.873  -0.900
C  0.368  -1.214  -0.654  -0.696
C  1.943  -1.256  -0.926  0.571
C  2.779  -2.025  0.159  -0.241
O  2.279  -3.254  0.686  -0.409
C  1.820  -2.968  1.998  0.546
O  1.241  -3.724  2.689  -0.508
O  2.130  -1.628  2.311  -0.402
C  3.251  -1.292  1.461  0.045
C  3.645  0.200  1.243  -0.057
C  3.969  1.008  2.568  -0.191
C  5.371  1.774  2.527  -0.861
C  5.219  3.338  2.252  -0.783
N  5.191  3.522  0.782  0.232
C  6.249  3.905  -0.027  -0.333
C  5.740  3.919  -1.386  -0.600
C  4.307  3.515  -1.343  -0.653
C  4.019  3.305  0.067  -0.244
O  -2.697  1.423  -0.144  -0.412
C  -3.064  2.725  0.365  0.074
C  -4.658  2.843  0.351  -0.908
H  1.180  0.724  2.824  -0.197
H  0.270  0.600  4.385  0.338
H  1.253  2.138  3.954  0.221
H  -1.634  1.430  3.118  0.452
H  -0.735  2.982  3.132  0.417
H  -0.854  0.281  -1.821  0.458
H  0.564  1.000  -1.008  0.324
H  0.161  -1.664  0.347  0.431
H  -0.108  -1.906  -1.407  0.326
H  2.117  -1.801  -1.899  -0.781
H  2.303  -0.210  -1.098  0.499
H  3.751  -2.213  -0.393  0.386
H  4.120  -1.807  1.968  0.344
H  4.544  0.238  0.565  0.650
H  2.843  0.779  0.700  -0.455
H  3.854  0.361  3.473  0.647
H  3.195  1.824  2.668  -0.233
H  5.803  1.659  3.565  0.313
H  6.092  1.280  1.824  0.448
H  6.155  3.807  2.668  0.359
H  4.290  3.698  2.754  0.322
H  7.286  4.166  0.260  0.324
H  6.259  4.147  -2.339  0.350
H  3.573  3.384  -2.164  0.371
H  3.035  2.994  0.493  0.550
H  -2.678  3.547  -0.290  0.280
H  -2.743  2.925  1.417  0.072
H  -4.972  3.206  1.374  0.115
H  -5.005  3.602  -0.394  0.306
H  -5.149  1.842  0.231  0.284
C  6.094  -5.823  -6.158  -0.720
O  5.712  -4.877  -7.143  -0.345
C  4.351  -5.007  -7.551  -0.775
C  3.541  -3.800  -7.098  -0.217
N  3.361  -3.801  -5.648  -0.340
C  2.797  -2.558  -5.123  -0.749
C  3.644  -1.288  -5.259  -0.621
O  4.830  -1.300  -4.478  -0.401
C  5.947  -1.912  -5.103  -0.652
H  7.169  -5.731  -6.003  0.241
H  5.590  -5.624  -5.207  0.307
H  5.875  -6.843  -6.489  0.342
H  3.904  -5.943  -7.201  0.409
H  4.352  -5.031  -8.645  0.395
H  2.560  -3.821  -7.583  0.353
H  4.071  -2.900  -7.431  0.191
H  4.258  -3.955  -5.205  0.046
H  2.614  -2.724  -4.057  0.373
H  1.818  -2.389  -5.586  0.397
H  3.044  -0.460  -4.869  0.426
H  3.863  -1.035  -6.302  0.410
H  5.935  -1.791  -6.189  0.311
H  5.997  -2.971  -4.841  0.226
H  6.851  -1.439  -4.714  0.284
C  -7.303  3.460  3.790  -0.910
O  -6.750  2.199  3.453  -0.213
C  -6.452  1.394  4.593  -0.834
C  -7.372  0.181  4.644  -0.188
N  -8.741  0.571  4.972  -0.338
C  -9.716  -0.508  4.809  -0.674
C  -9.950  -1.037  3.390  -0.478
O  -10.562  -0.098  2.517  -0.433
C  -9.660  0.779  1.862  -0.544
H  -7.378  4.049  2.875  0.243
H  -8.307  3.348  4.210  0.372
H  -6.661  3.994  4.497  0.373
H  -6.495  1.967  5.525  0.391
H  -5.423  1.042  4.470  0.368
H  -7.004  -0.518  5.401  0.386
H  -7.323  -0.313  3.666  0.172
H  -9.016  1.341  4.375  0.089
H  -10.669  -0.125  5.184  0.369
H  -9.435  -1.341  5.461  0.394
H  -10.658  -1.868  3.472  0.348
H  -9.044  -1.458  2.940  0.348
H  -8.691  0.313  1.671  0.281
H  -9.533  1.696  2.442  0.151
H  -10.102  1.061  0.904  0.328



2.
The following is a quantum chemistry calculation of a 2-piece molecular cluster, Cl2H3N2P overall at a distorted geometry, from the OMol25 dataset.

Summary:
* SMILES: [H]/N=P(\Cl)=N/[H].Cl
* Kohn-Sham gap: 9.93 eV
* M: 132.92 g mol⁻¹
* LUMO level: -0.289 eV
* charge: 0
* highest occupied orbital energy: -10.22 eV

Each line ends with the Mulliken charge.
Atoms and positions in Å:
H  -1.987  1.408  -0.884  0.261
N  -1.082  1.014  -0.873  -0.564
P  -1.045  -0.513  -0.678  0.751
Cl  -2.661  -1.462  -0.016  -0.149
N  0.125  -1.539  -0.661  -0.562
H  1.000  -1.010  -0.514  0.267
Cl  3.421  0.896  1.717  -0.235
H  2.228  1.207  1.908  0.230



3.
The following is a quantum chemistry calculation of C53H95B2F6HgN5O21P as an isolated structure at a distorted geometry, from the OMol25 dataset.

Summary:
* Kohn-Sham gap: 4.10 eV
* M: 1505.53 g mol⁻¹
* LUMO level: -1.934 eV
* charge: -1
* highest occupied orbital energy: -6.03 eV

Each line ends with the Mulliken charge.
Atoms and positions in Å:
Hg  0.445  3.000  -0.806  2.014
O  -0.401  2.530  -2.993  -0.259
C  -0.470  2.204  -4.205  -0.215
O  0.424  2.494  -5.217  -0.663
B  -0.082  1.997  -6.525  1.421
O  -1.188  1.065  -6.080  -0.499
C  -1.548  1.259  -4.856  0.749
O  -2.528  0.799  -4.304  -0.628
O  0.971  1.379  -7.386  -0.202
C  1.330  2.057  -8.310  0.688
O  2.310  1.810  -9.073  -0.683
C  0.447  3.410  -8.219  0.358
O  -0.508  3.195  -7.282  -0.698
O  0.518  4.354  -8.991  -0.611
O  5.028  3.134  -2.294  -0.631
C  4.485  2.343  -3.022  0.197
O  4.913  1.810  -4.140  -0.666
B  3.918  0.946  -4.773  1.012
O  2.672  1.190  -3.914  0.695
C  2.987  1.918  -2.874  0.399
O  2.223  2.322  -1.993  -0.571
O  3.771  1.125  -6.270  -0.591
C  3.966  -0.014  -6.905  0.532
O  3.803  -0.330  -8.087  -0.598
C  4.474  -0.996  -5.793  0.465
O  4.437  -0.401  -4.602  -0.117
O  4.865  -2.112  -6.062  -0.670
P  0.520  -0.054  0.378  2.095
F  0.093  1.429  0.984  -1.033
F  2.106  0.310  0.188  -0.051
F  0.593  -0.814  1.770  -0.320
F  0.784  -1.430  -0.297  -0.545
F  -1.138  -0.387  0.559  -0.358
F  0.294  0.690  -1.020  -0.499
C  0.696  -0.521  6.537  -1.668
C  1.027  1.030  6.689  1.376
C  2.294  1.431  5.915  -1.379
C  2.020  1.482  4.437  -0.155
C  0.976  2.588  4.153  -0.653
C  -0.402  2.393  4.769  2.080
N  -0.115  1.945  6.178  0.475
O  -1.280  1.696  6.845  -0.534
C  -1.031  3.840  4.819  -1.991
C  -1.337  1.452  3.945  -0.867
C  1.254  1.373  8.206  -1.887
H  0.429  -0.818  5.523  0.250
H  -0.123  -0.751  7.218  0.393
H  1.510  -1.153  6.891  0.444
H  2.558  2.451  6.192  0.318
H  3.065  0.675  6.064  0.508
H  1.776  0.492  4.052  0.063
H  2.975  1.833  4.046  0.301
H  0.835  2.601  3.072  -0.642
H  1.423  3.569  4.315  0.656
H  -1.261  4.413  3.920  0.039
H  -2.021  3.844  5.274  0.500
H  -0.316  4.428  5.394  0.566
H  -1.106  0.397  4.093  0.129
H  -2.343  1.491  4.362  0.720
H  -1.493  1.692  2.894  -0.838
H  1.287  2.458  8.302  0.415
H  2.051  0.813  8.695  0.363
H  0.334  1.170  8.754  0.408
H  -1.581  2.602  6.948  0.429
C  -3.931  -1.655  4.286  -1.587
C  -4.548  -1.396  2.958  2.037
C  -3.775  -2.164  1.757  -0.817
C  -4.098  -3.572  1.414  -0.773
C  -5.583  -3.794  1.361  -1.454
C  -6.324  -3.316  2.680  1.775
N  -5.978  -1.814  2.871  0.001
O  -6.706  -1.207  3.844  -0.429
C  -7.854  -3.323  2.486  -1.861
C  -5.962  -4.283  3.756  -1.854
C  -4.387  0.133  2.531  -1.626
H  -4.509  -1.101  5.026  0.646
H  -2.906  -1.305  4.412  0.185
H  -3.658  -2.671  4.571  0.189
H  -3.838  -1.614  0.818  0.369
H  -2.701  -2.119  1.941  0.144
H  -3.677  -4.387  2.003  0.363
H  -3.669  -4.006  0.511  0.240
H  -5.889  -4.821  1.162  0.572
H  -6.050  -3.176  0.593  0.347
H  -8.245  -4.335  2.379  0.403
H  -8.431  -2.768  3.225  0.373
H  -8.161  -2.838  1.559  0.411
H  -6.503  -4.117  4.687  0.446
H  -6.162  -5.239  3.273  0.429
H  -4.964  -4.313  4.191  0.312
H  -3.409  0.611  2.475  -0.231
H  -4.931  0.773  3.226  0.542
H  -4.804  0.347  1.547  0.499
H  -6.219  -1.567  4.589  0.433
C  6.543  -0.588  -1.466  -2.037
C  5.867  -1.522  -0.502  1.866
C  6.874  -2.700  -0.283  -1.622
C  6.544  -3.435  1.008  -0.571
C  6.556  -2.360  2.090  -1.635
C  5.491  -1.246  1.979  1.928
N  5.687  -0.678  0.656  0.270
O  4.920  0.447  0.388  -0.438
C  4.090  -1.797  2.321  -1.827
C  5.964  -0.226  3.087  -1.650
C  4.642  -2.191  -1.082  -0.495
H  7.324  0.008  -0.995  0.605
H  5.845  0.180  -1.799  -0.010
H  7.085  -0.998  -2.318  0.440
H  6.855  -3.420  -1.101  0.408
H  7.837  -2.194  -0.220  0.452
H  7.372  -4.114  1.211  0.458
H  5.613  -3.997  0.930  0.317
H  7.607  -2.073  2.048  0.421
H  6.452  -2.882  3.041  0.502
H  3.849  -2.815  2.015  0.210
H  4.028  -1.806  3.409  0.573
H  3.272  -1.161  1.980  0.358
H  6.103  -0.890  3.941  0.433
H  6.888  0.191  2.689  0.494
H  5.189  0.469  3.412  0.006
H  3.899  -2.536  -0.364  0.288
H  4.840  -3.062  -1.707  0.447
H  4.129  -1.373  -1.589  -0.658
H  4.043  0.100  0.568  0.311
C  -2.338  6.406  -2.011  -1.419
C  -2.064  5.773  -0.610  1.254
C  -3.425  6.191  0.149  -1.078
C  -4.644  5.380  -0.156  -0.930
C  -4.510  3.879  -0.267  -0.951
C  -3.219  3.470  -1.025  1.089
N  -1.995  4.278  -0.551  0.891
O  -1.503  3.787  0.646  0.125
C  -3.067  1.946  -0.797  -1.261
C  -3.734  3.566  -2.479  -1.191
C  -0.954  6.556  0.158  -1.797
H  -3.363  6.411  -2.381  0.306
H  -1.916  5.760  -2.780  0.160
H  -1.803  7.355  -1.968  0.508
H  -3.409  5.770  1.154  0.110
H  -3.575  7.271  0.171  0.511
H  -5.071  5.807  -1.064  0.350
H  -5.342  5.541  0.665  0.568
H  -5.401  3.338  -0.585  0.461
H  -4.503  3.697  0.807  0.089
H  -4.007  1.406  -0.902  0.798
H  -2.348  1.329  -1.335  -0.110
H  -2.768  1.892  0.250  -0.316
H  -2.871  3.515  -3.143  -0.120
H  -4.190  2.654  -2.863  0.393
H  -4.464  4.374  -2.523  0.438
H  -1.126  7.595  0.442  0.405
H  -0.125  6.573  -0.549  0.568
H  -0.679  6.122  1.120  0.052
H  -2.196  3.805  1.309  0.123
C  0.156  -1.369  -3.373  -1.100
C  0.717  -2.561  -4.247  1.539
C  2.174  -2.977  -3.664  -0.504
C  1.966  -4.002  -2.442  0.209
C  1.236  -5.287  -3.014  -1.531
C  -0.303  -4.880  -3.497  1.657
N  -0.128  -3.752  -4.363  0.474
O  -1.367  -3.367  -4.886  -0.535
C  -0.922  -6.013  -4.441  -1.803
C  -1.024  -4.727  -2.202  -1.898
C  0.995  -2.032  -5.623  -2.122
H  -0.771  -0.984  -3.799  0.693
H  0.878  -0.554  -3.315  -0.177
H  -0.101  -1.647  -2.351  -0.253
H  2.692  -3.375  -4.536  0.657
H  2.524  -1.982  -3.388  -0.360
H  1.389  -3.541  -1.640  -0.330
H  2.952  -4.315  -2.099  0.459
H  1.275  -5.893  -2.109  0.513
H  1.744  -5.876  -3.778  0.305
H  -1.900  -5.779  -4.861  0.337
H  -0.142  -6.599  -4.927  0.293
H  -1.451  -6.711  -3.791  0.506
H  -2.077  -4.655  -2.472  0.553
H  -0.843  -5.642  -1.638  0.395
H  -0.694  -3.844  -1.655  0.231
H  0.165  -1.611  -6.191  0.253
H  1.279  -2.819  -6.320  0.658
H  1.748  -1.246  -5.672  0.154
H  -1.712  -2.844  -4.159  0.439